C41H112F6N2O19S2 | ωB97M-V/def2-TZVPD

Structure (XYZ):
```
182
Properties=species:S:1:pos:R:3:forces:R:3:mulliken_charge:R:1
H 10.010133 -2.471378 8.519299 0.06 0.22 0.38 0.39
H 8.601896 -10.086744 9.294584 -0.37 -0.07 -0.02 0.40
H 4.895198 -7.040690 12.008468 -0.16 0.43 -0.43 -0.43
C 0.239518 -6.289051 9.881494 1.11 -0.65 0.55 -1.00
H 9.911845 -2.605667 12.265862 0.13 0.05 0.13 0.31
H 1.670564 -8.745002 8.007890 0.16 -0.02 -0.10 -0.04
H 6.674096 -8.410261 8.262357 0.26 -0.06 -0.34 0.74
H 9.739397 -9.494288 10.423281 0.33 0.55 -0.18 0.42
H 0.597978 -2.051236 14.279417 0.15 0.52 0.00 0.36
H 7.480224 -3.548031 1.354465 0.04 0.32 0.46 0.28
C 2.683250 -2.167090 13.677823 -1.76 -1.60 0.79 0.75
H 5.626200 -0.056253 9.669523 0.35 0.57 0.13 -0.03
C 3.176874 -6.917237 6.106588 -0.13 0.52 1.33 0.31
H 2.587594 -10.587026 10.222130 0.40 -0.03 0.30 0.49
H 4.479825 -9.744364 12.925327 -0.06 0.07 -0.49 0.29
H 0.032007 -5.842460 8.909076 -0.59 0.23 0.30 0.27
H 5.869430 0.228194 3.425066 0.01 -0.03 -0.14 -0.42
C 3.864955 -3.128561 13.815057 1.23 0.45 -0.86 -0.67
C 6.142807 -4.551969 2.750508 0.61 1.25 0.96 -0.43
C 6.364236 1.119379 3.811152 -0.19 -0.47 0.16 -0.70
H 1.775715 -1.810063 15.609488 -0.18 -0.12 0.09 0.45
H 2.382832 -7.133395 6.821346 -0.30 0.10 -0.09 -0.31
C 5.727938 -8.123433 13.537530 0.11 0.63 0.71 0.21
H 5.600007 -2.012473 1.688937 -0.57 0.14 -0.05 -0.09
H 4.648364 -2.676965 13.206420 0.37 0.15 -0.06 -0.02
C 5.527496 -9.447860 12.874624 1.20 0.21 -0.68 -0.92
H 2.528064 -5.973522 11.739903 -0.19 -0.13 0.04 -0.19
H 6.939857 -6.690494 8.605141 0.07 0.00 -0.20 -0.46
H 2.161434 0.812985 5.149204 -0.18 -0.43 -0.37 -0.46
C 8.634158 0.024793 3.367496 -0.35 0.41 0.80 -0.89
H 1.519899 -3.753129 7.264945 -0.19 -0.26 -0.67 0.41
H 1.723132 0.172771 11.245954 -0.14 0.19 -0.01 0.41
O 8.934835 -3.989407 9.425481 -0.71 -0.50 -0.18 1.04
H 9.137748 -2.446236 14.698874 0.57 -0.04 -0.79 0.36
H 3.430275 -11.760806 8.712302 0.10 -0.18 -0.38 0.35
F 4.481216 -5.576813 9.357582 -0.20 -0.54 0.14 0.22
C 4.143697 -2.344845 5.221990 1.19 0.07 -0.14 0.19
H 8.529409 -3.468229 6.738637 -0.03 0.35 0.58 0.03
H 5.135698 1.443136 10.625864 0.61 -0.12 -0.01 0.58
H 1.144784 -1.342534 -0.372150 0.08 0.15 -0.17 0.47
C 8.615029 -7.946034 9.282304 -1.61 -0.30 0.27 0.66
H 8.378079 -0.393905 4.340740 0.17 -0.40 0.03 0.03
H 8.410851 -1.138535 10.730870 0.12 -0.29 0.26 0.42
O 2.973236 -8.840185 4.730422 -0.02 -0.73 0.31 -0.60
C 1.838019 -3.525563 2.211353 -0.53 0.51 -0.10 -0.73
C 1.509437 -5.815431 12.094195 -1.87 0.22 -0.15 -0.83
C 5.146208 -7.822108 5.006662 1.09 -0.72 -0.37 -1.30
H 2.813714 2.544861 2.711776 0.11 0.01 -0.25 0.50
C 0.981488 -2.567656 1.364148 0.98 -0.25 -0.06 0.41
H 1.010386 -10.354303 8.119516 0.27 -0.25 0.06 0.39
H 9.773810 -4.662617 13.036103 0.26 -0.22 -0.79 0.36
C 0.537867 -5.307080 11.018078 -0.33 -0.07 -0.24 0.53
C 9.472996 -3.894360 7.079464 -0.20 -0.18 -0.80 -1.32
C 2.652421 1.566226 3.163831 0.71 0.03 0.90 -0.98
H 1.604566 -3.474824 8.920410 -0.83 -0.70 1.09 0.27
N 4.455730 -2.719047 8.053123 -2.04 3.45 -3.82 -0.69
F 2.869983 -2.055617 5.060811 -0.85 -0.23 0.65 -0.10
H 2.628961 -2.030752 11.721879 0.46 0.27 -0.85 -0.05
H 2.822665 -3.009881 8.042405 1.16 0.00 -0.56 -0.21
O 3.373220 -1.339490 10.164151 -1.04 -1.24 1.45 -0.03
H 2.686967 1.673172 11.274842 -0.08 0.02 0.04 0.49
H 3.750283 -1.822977 9.425456 0.76 0.57 -0.25 -0.01
H 5.139748 -4.973538 2.815665 -0.22 0.23 -0.23 0.00
N 1.820375 -3.126030 7.997448 -0.67 0.64 0.52 0.88
O 8.023046 -0.468353 10.168113 0.34 0.83 0.05 -0.75
O 0.855609 -4.346779 5.744008 -0.15 -0.02 0.14 -0.67
O 6.455512 -4.971280 0.566318 0.29 -2.16 -3.24 -0.63
H 7.801426 3.115775 3.958579 -0.02 0.06 0.04 0.33
O 6.288221 -4.226664 7.319055 -0.41 0.13 0.78 -0.32
O 5.414704 -8.326290 14.862456 -0.34 -0.28 2.70 -0.62
F 6.322213 -5.121407 10.506368 -0.34 -0.29 -1.14 0.03
H 3.197109 0.382098 9.265072 0.44 0.94 -0.07 0.14
H 0.997096 3.102210 4.139743 -0.28 0.28 0.01 0.37
H 5.686686 1.960973 3.667076 0.25 0.30 -0.76 0.63
H 6.834786 -5.370767 2.947609 0.12 0.19 0.04 0.44
H 4.233504 2.084835 5.622089 -0.11 -0.24 -0.06 0.10
C 2.861437 -10.051680 9.312998 -1.17 1.58 -0.49 0.14
H 8.403717 -5.130893 13.829385 -0.47 0.06 0.24 0.47
H 11.347795 -4.097580 9.942274 -0.13 -0.37 0.26 0.35
C 1.518238 -9.578922 8.693071 -0.02 0.24 0.02 -1.05
O 3.530424 -10.853524 8.414983 0.67 -1.79 -0.82 -0.53
C 8.156923 -3.252359 12.783029 1.51 -0.74 1.46 1.55
H 4.344253 -3.279391 14.782334 -0.55 0.32 0.35 0.54
O 0.996198 2.387379 4.780545 -0.12 -0.05 -0.45 -0.59
H 1.306817 -3.576521 11.215264 0.34 0.68 0.51 0.11
S 4.928536 -1.572655 6.740985 1.32 2.59 0.38 0.06
H 3.266063 -8.177600 10.181523 0.09 0.02 0.81 -0.16
C 1.831698 -1.886795 0.275951 -0.31 0.48 0.30 -1.31
H 9.137521 -3.566257 10.263023 -0.20 0.22 0.44 -0.47
C 5.059755 0.362965 10.501078 -1.05 -0.55 -0.92 -0.97
H 4.460221 -8.408145 14.800279 -0.24 -0.18 0.91 0.44
H 5.823127 -2.503296 0.007664 -0.07 0.23 -0.08 0.45
F 4.345907 -3.659341 5.280302 -0.44 0.46 -0.37 0.18
O 2.027495 -2.355421 12.395982 0.50 0.24 0.97 -0.48
C 3.824228 -8.186487 5.660897 0.59 0.83 -0.78 0.68
H 0.981838 -6.683654 12.489082 0.67 -0.57 0.12 0.60
H 3.759899 -7.338013 13.245806 -0.13 0.05 0.38 0.47
H 1.435925 -5.086682 12.901421 0.61 0.08 0.06 0.25
H 0.790023 -9.234205 9.427219 0.16 0.01 0.29 0.30
H 5.693833 -8.698972 4.661233 -0.33 -0.33 -0.25 0.50
H -0.390879 -4.978696 11.484655 -0.35 -0.70 0.40 0.26
H 0.458175 -1.879942 2.028434 0.59 0.66 0.16 0.15
S 5.789543 -3.352102 8.358155 4.60 -3.52 3.07 0.18
H 6.105020 -10.188831 13.427378 0.03 -0.01 -0.09 0.43
H 7.686756 -1.594257 14.199067 0.01 -0.02 -0.27 0.36
H 4.716589 -9.221230 10.076519 -0.13 0.07 -0.16 -0.09
C 8.696091 -4.691728 12.875569 -0.30 -0.02 1.46 -1.11
H 9.242257 -7.937646 8.390904 -0.31 -0.24 -0.50 0.23
H 6.331116 1.063412 4.899204 0.60 -0.49 0.16 0.34
H 2.999496 -8.322520 3.922378 0.01 0.02 -0.14 0.44
H 2.497355 -2.917113 2.830357 0.19 -0.18 -0.12 -0.13
C 5.490791 -2.841103 0.989270 0.78 0.42 -0.38 -0.46
H 10.194751 -3.571868 6.329013 0.40 0.28 0.25 0.47
H 7.671510 -3.233845 14.848088 -0.47 0.11 0.13 0.41
O 9.022298 -2.510274 11.917729 -0.65 0.06 -0.93 -0.46
H 6.435177 -7.826410 9.840710 0.48 0.11 0.46 -0.70
H 2.402989 -4.223618 1.593587 0.04 0.11 -0.03 0.42
H 1.195250 -4.116683 2.863684 -0.15 -0.06 -0.02 0.35
H -0.475970 -7.047269 10.199754 -0.45 0.33 -0.23 0.53
H 11.238547 -5.278474 8.603724 0.02 0.12 -0.03 0.28
O 6.673883 -2.374936 8.950208 -0.61 -1.16 -0.06 0.44
H 5.559837 -5.238510 0.347326 -0.11 -0.03 0.03 0.37
H 4.026710 -8.227684 8.741625 0.19 -0.77 -0.67 -0.15
H 7.143643 -3.385509 12.404037 0.05 1.02 -0.35 -0.73
H 1.397644 -2.212511 7.914528 -0.23 0.24 -0.20 0.52
H 9.351980 -4.951549 6.843238 0.10 -0.38 0.63 0.18
F 4.586861 -3.992047 10.891723 -0.24 -0.36 -1.41 0.26
C 5.241684 -4.640078 9.867981 1.11 2.74 0.59 -0.72
H 9.708833 0.206844 3.374084 -0.08 0.19 -0.24 0.38
H 8.376220 -0.688861 2.585028 -0.03 0.07 0.01 0.22
H 4.009550 -8.810933 6.534879 -0.25 -0.43 -0.27 -0.05
H 8.884610 -6.063176 9.792934 -0.09 0.47 -0.38 0.02
C 3.234716 2.514875 5.547353 0.88 1.01 -0.64 -1.19
C 7.091385 -7.703036 8.979159 0.66 -0.18 -0.46 0.37
C 1.548701 -2.373272 14.704300 0.09 -0.17 -0.13 -1.70
O 8.356276 2.340996 4.074637 0.87 -0.22 -0.27 -0.59
H 5.907310 -7.356235 5.632593 -0.46 0.37 0.47 0.16
H 3.582694 0.998353 3.149417 0.25 0.22 -0.15 -0.07
H -0.495823 -2.778461 0.101566 0.03 0.12 -0.01 0.33
H 3.938219 -6.363974 6.656460 -0.07 0.42 0.06 -0.33
H 8.090744 -9.393870 10.854595 -0.35 0.22 -0.17 0.16
F 4.761200 -1.800962 4.166228 0.14 -0.48 0.29 0.06
H 7.709226 1.633644 2.236634 0.28 0.05 -0.26 0.25
H 1.341503 -3.411170 14.964945 0.48 -0.21 0.05 0.33
H 1.078269 -4.180900 4.827968 0.18 0.22 -0.31 0.10
C 2.276757 1.769707 4.639807 -0.68 -0.84 0.93 1.35
O -0.047733 -3.301840 0.770063 -0.57 -1.25 -0.48 -0.57
O 9.082736 -6.944859 10.116934 0.58 0.43 1.42 -0.55
C 8.758891 -9.272478 10.001982 0.45 -0.76 -0.02 -1.51
C 4.799533 -7.047711 13.094236 -0.07 0.34 -2.50 -0.23
H 1.127297 -6.894937 9.700229 0.37 0.08 -0.03 -0.13
C 9.915944 -3.557239 8.508137 -1.02 -0.36 -1.40 0.93
H 6.751371 -7.748507 13.548135 0.23 -0.29 -0.49 0.37
H 2.409385 -2.569275 -0.347429 -0.29 -0.39 0.13 0.38
C 3.806104 -8.900630 9.570224 -0.84 1.06 1.15 0.25
H 5.014194 -7.175306 4.139302 -0.20 0.14 -0.06 0.15
H 5.346098 -0.209383 11.383415 0.12 0.31 0.16 0.07
H 2.782802 -6.288183 5.308405 0.16 -0.13 -0.20 0.38
C 8.192312 -2.559434 14.168369 -1.16 -0.79 0.30 -1.61
H 5.972535 -9.323030 11.887474 -0.54 -0.70 -0.44 -0.17
H 1.968983 0.979060 2.550436 -0.47 0.20 0.39 0.32
H 3.362160 3.523904 5.155281 0.16 0.27 -0.18 0.42
H 3.085455 0.322592 12.330531 0.25 -0.05 -0.07 0.23
H 12.003160 -3.621590 8.474076 0.34 -0.46 -0.55 0.51
C 2.727983 0.585605 11.334979 -0.64 0.24 0.10 -1.85
H 4.995530 -6.026792 13.421961 0.08 -0.29 0.43 0.16
O 4.306763 -0.259954 6.932548 -0.17 -2.38 0.05 -0.33
H 7.773157 -0.938254 9.372512 -0.08 -0.13 -0.10 0.30
C 6.455181 -3.914030 1.413143 -0.53 -0.29 1.37 0.16
H 2.559390 -1.165857 0.648533 -0.11 0.07 0.32 0.21
H 0.487252 -5.230258 5.745260 -0.15 -0.36 0.05 0.25
H 3.807488 -4.108671 13.341576 -0.96 -0.02 0.16 -0.22
H 2.862703 2.682301 6.558132 -0.32 -0.51 -0.11 0.31
O 1.012305 -4.108356 10.472297 0.75 0.63 -1.30 -0.67
H 8.307129 -5.412546 12.156371 0.61 0.37 -0.52 0.02
H 6.265638 -3.755381 3.484299 -0.11 -0.37 0.62 -0.06
C 11.185864 -4.223246 8.871728 1.49 0.74 0.43 -1.72
C 3.592566 0.059514 10.228217 0.15 -0.27 -0.17 0.93
O 6.364222 -1.492540 6.413716 -2.87 -0.95 0.53 -0.65
H 3.012945 -1.142685 13.850982 0.17 0.09 -0.59 0.45
H 4.474240 -3.210951 0.855325 -0.09 0.06 0.46 -0.13
C 7.803287 1.297271 3.269152 -1.43 0.53 0.48 0.37
```
Positions in Å, forces in eV/Å.

Summary:
HOMO level: -9.54 eV
HOMO-LUMO gap: 9.4 eV